Record 1
H26O13 | ωB97M-V with the def2-TZVPD basis set

Structure (ORCA input):
```
! RIJCOSX wB97M-V def2-TZVPD def2/J DEFGRID3
* xyz 0 1
H 0.26 0.56 -0.06
H 1.68 1.12 -0.03
H 4.54 -0.95 -1.07
H 4.00 -2.31 -0.66
H -5.14 1.28 -1.32
H -3.95 0.34 -1.39
H 3.29 2.37 1.52
H 4.55 1.70 1.01
H -4.28 0.72 0.23
H -3.35 1.76 0.84
H 4.48 3.15 -0.85
H 3.04 3.37 -1.26
H -2.07 1.97 1.83
H -1.07 2.71 0.95
H -1.72 0.43 -2.38
H -2.71 -0.56 -2.97
H -0.34 -2.99 2.05
H -1.24 -3.09 0.83
H 0.49 -0.86 -2.26
H 1.66 -1.68 -2.78
H -2.55 -0.89 0.34
H -1.10 -1.33 0.15
H 1.66 -4.27 0.82
H 1.57 -3.17 1.87
H -0.88 0.07 2.37
H -2.08 -0.32 3.21
O 1.15 0.40 -0.41
O 4.81 -1.87 -0.94
O -4.77 0.57 -1.85
O 4.12 2.56 1.07
O -3.53 1.29 0.02
O 3.85 3.85 -1.05
O -1.83 2.85 1.52
O -1.83 -0.50 -2.60
O -0.65 -2.49 1.29
O 1.42 -1.04 -2.10
O -2.01 -1.63 0.03
O 2.18 -3.57 1.24
O -1.65 0.44 2.81
*
```

As for the LUMO energy: -0.021 Eh. The energy above the lowest of the compared OMol25 structures with the same formula, charge and spin is 519.7 kJ/mol. For the total energy, the calculation gives -27036.56062 eV. The HOMO-LUMO gap comes out at 10.05 eV.

Record 2
C3H2O2 | ωB97M-V with the def2-TZVPD basis set

Structure (ORCA input):
```
! RIJCOSX wB97M-V def2-TZVPD def2/J DEFGRID3
* xyz 0 3
C -1.99 -0.03 -0.11
C -0.74 0.06 0.01
C 1.58 -0.11 0.13
O 0.37 -0.57 -0.13
O -3.10 0.25 0.03
H 2.33 -0.59 -0.45
H 1.56 0.99 0.51
*
```

As for the LUMO energy (alpha / beta): 0.019 / -0.069 Eh. The energy above the lowest of the compared OMol25 structures with the same formula, charge and spin is 139.7 kJ/mol. For the total energy, the calculation gives -7232.13186 eV. Its expectation value of S² is 2.010. The HOMO-LUMO gap (alpha / beta) comes out at 8.43 / 7.25 eV.

Record 3
C6H17N3 | ωB97M-V with the def2-TZVPD basis set

Structure (ORCA input):
```
! RIJCOSX wB97M-V def2-TZVPD def2/J DEFGRID3
* xyz 2 1
C -0.51 1.34 -1.09
C -0.43 0.45 0.19
N 0.81 -0.56 0.13
N 1.97 -0.15 0.28
C 2.86 -1.27 0.37
C 2.46 1.15 0.42
N -1.45 -0.58 0.33
C -1.58 -1.53 -0.77
C -2.65 0.16 0.71
H 0.44 1.27 -1.78
H -0.60 2.33 -0.68
H -1.45 0.95 -1.60
H -0.32 1.02 1.13
H 3.66 -1.09 -0.48
H 2.35 -2.19 -0.04
H 3.54 -1.29 1.27
H 3.47 1.13 0.15
H 2.50 1.35 1.57
H 1.98 1.91 -0.11
H -0.94 -1.16 1.04
H -1.60 -1.11 -1.88
H -0.79 -2.28 -0.76
H -2.45 -2.15 -0.75
H -3.19 0.73 -0.08
H -3.53 -0.56 0.91
H -2.63 0.80 1.63
*
```

As for the LUMO energy: -0.350 Eh. The energy above the lowest of the compared OMol25 structures with the same formula, charge and spin is 286.0 kJ/mol. For the total energy, the calculation gives -10947.12365 eV. As for the structure (SMILES): C[C@H](N=[N+](C)C)[NH+](C)C. The HOMO-LUMO gap comes out at 10.33 eV.